1.
{
  "formula": "C2H4N4O6",
  "method": "wB97M-V/def2-TZVPD",
  "homo_energy_ev": -10.993,
  "max_force_ev_per_a": 6.55,
  "smiles": "NC(C[N+](=O)[O-])([N+](=O)[O-])[N+](=O)[O-]",
  "e_lumo_ev": -0.4,
  "e_above_lowest_ev": 1.484,
  "elements": ["N", "N", "C", "O", "H", "H", "O", "O", "O", "N", "H", "O", "H", "O", "C", "N"],
  "coordinates": [[1.762, 0.465, 0.283], [0.091, 0.965, -1.411], [-0.193, -1.244, 0.203], [-1.005, 1.464, -1.489], [-0.089, -1.351, 1.327], [2.114, -0.033, 1.077], [-2.186, -0.286, -0.177], [0.972, 0.837, -2.219], [-0.414, 0.634, 2.137], [-1.568, -1.282, -0.388], [2.346, 0.244, -0.377], [-0.521, 2.305, 0.824], [0.492, -1.908, -0.210], [-1.968, -2.321, -0.761], [0.432, 0.318, 0.066], [-0.263, 1.194, 1.116]],
  "forces_ev_per_a": [[-1.451, 1.261, 4.721], [-0.756, -0.509, 2.543], [1.405, 4.064, 1.200], [1.320, -0.181, -1.291], [-1.237, -0.199, -1.302], [-0.241, -0.055, 0.935], [-1.447, 1.205, -0.210], [-0.096, 0.123, -0.426], [-0.522, -1.025, 3.292], [1.842, 0.411, 3.332], [3.535, -1.177, -5.389], [-0.222, 1.869, 0.184], [0.838, -1.224, -1.329], [-0.902, -2.442, -1.721], [-2.572, -1.493, -1.805], [0.506, -0.628, -2.735]],
  "mulliken_charge": [-0.63, 0.87, -0.74, -0.45, 0.33, 0.24, -0.50, -0.63, -0.61, 1.05, 0.19, -0.59, 0.44, -0.62, 0.52, 1.13]
}


2.
{
  "formula": "C2H4N4OS",
  "method": "wB97M-V/def2-TZVPD",
  "homo_energy_ev": -8.561,
  "max_force_ev_per_a": 8.35,
  "smiles": "N/N=C1/ON=CNS1",
  "e_lumo_ev": 0.1,
  "e_above_lowest_ev": 4.893,
  "elements": ["C", "S", "N", "O", "H", "N", "H", "H", "N", "N", "H", "C"],
  "coordinates": [[-2.219, 0.006, 0.253], [0.328, 1.261, -0.084], [1.742, -0.904, -0.061], [-0.561, -1.388, -0.385], [3.351, -0.267, -0.475], [2.729, 0.057, 0.231], [3.126, -0.345, 1.108], [-3.322, -0.149, 0.818], [-1.488, 1.034, -0.054], [-1.821, -1.199, 0.170], [-2.014, 2.019, -0.459], [0.546, -0.548, -0.015]],
  "forces_ev_per_a": [[-3.160, -3.260, 1.974], [-2.577, -1.635, 0.887], [-1.860, -2.956, 0.643], [3.589, 1.142, -0.010], [1.507, 0.546, -0.484], [-0.376, -0.221, 0.806], [-0.092, 0.782, -0.709], [2.777, 1.697, -1.746], [-0.112, 7.974, -2.469], [-0.471, -1.064, 0.927], [1.942, -4.009, 1.842], [-1.169, 1.006, -1.662]],
  "mulliken_charge": [0.20, 0.04, -0.33, -0.20, 0.28, -0.47, 0.28, 0.29, -0.39, -0.38, 0.28, 0.40]
}


3.
{
  "formula": "C2H4N4OS",
  "method": "wB97M-V/def2-TZVPD",
  "homo_energy_ev": -8.025,
  "max_force_ev_per_a": 6.72,
  "e_lumo_ev": 0.0,
  "e_above_lowest_ev": 2.592,
  "elements": ["O", "C", "C", "N", "H", "N", "S", "N", "H", "H", "N", "H"],
  "coordinates": [[-1.168, -0.994, -1.244], [-0.189, -0.709, -0.475], [1.190, -0.709, 1.025], [-0.815, 1.609, -0.515], [-1.821, 1.296, -0.279], [0.720, 0.612, 0.841], [2.418, -1.320, 1.977], [0.531, -1.587, 0.161], [-1.459, -1.995, -0.782], [1.138, 1.533, 1.273], [0.101, 0.550, -0.434], [-0.646, 1.714, -1.547]],
  "forces_ev_per_a": [[-3.795, -5.522, 0.573], [0.227, -3.593, -1.368], [2.019, -0.642, 1.245], [-1.152, -0.655, -2.571], [1.974, 0.413, -0.767], [2.410, -0.195, 1.730], [-0.678, 1.166, -0.008], [-0.903, 2.513, 0.645], [1.042, 3.854, -2.537], [-0.805, -2.699, -1.775], [1.376, 4.280, 3.738], [-1.714, 1.080, 1.097]],
  "mulliken_charge": [-0.55, 0.68, -0.01, -0.59, 0.26, -0.30, -0.36, -0.51, 0.45, 0.33, 0.28, 0.31]
}


no.,frontier orbital gap (eV)
1,10.594
2,8.671
3,8.035